Record 1
7
Properties=species:S:1:pos:R:3:forces:R:3 method="wB97M-V/def2-TZVPD" lumo_ev=-1.5 smiles="NS(=O)(=O)I" relative_energy_kj_mol=0.0 charge=0 energy_ha=-902.29084 fmax_ev_per_a=1.74 homo_lumo_gap_ev=8.352
N 0.85543 -0.23909 -0.51835 -0.6 0.3 0.4
S -0.39851 0.39941 0.32412 -0.7 -1.6 -0.2
O -0.91037 1.52623 -0.37815 0.2 -0.1 -0.2
O -0.12099 0.42826 1.72085 0.1 -0.1 -0.1
I -2.16912 -1.59096 0.11212 1.1 1.3 0.1
H 1.26296 0.31834 -1.24534 -0.1 0.3 -0.2
H 1.48060 -0.84219 -0.01525 0.0 -0.1 0.3

Record 2
5
Properties=species:S:1:pos:R:3:forces:R:3 method="wB97M-V/def2-TZVPD" lumo_ev=-0.7 relative_energy_kj_mol=187.5 charge=0 energy_ha=-751.75632 fmax_ev_per_a=4.52 homo_lumo_gap_ev=8.412
N -0.25424 -0.55404 -0.01004 -2.1 -3.2 -2.4
S 0.61519 0.65488 -0.11259 1.1 2.5 2.2
I 3.02028 -0.02844 0.01974 0.6 0.0 0.1
H -0.41690 -0.99700 -1.01494 0.4 1.3 2.6
H 0.63220 1.10171 1.33448 0.0 -0.7 -2.5

Record 3
5
Properties=species:S:1:pos:R:3:forces:R:3 method="wB97M-V/def2-TZVPD" lumo_ev="-1.0 / -1.0" relative_energy_kj_mol=487.4 charge=0 energy_ha=-751.64206 fmax_ev_per_a=0.98 homo_lumo_gap_ev="8.804 / 7.707"
N 0.13314 -1.20306 -0.71804 -0.2 0.0 0.6
S -0.22311 0.25499 -1.40934 -0.9 -0.4 0.2
I -1.40781 -2.03013 0.41605 0.6 0.2 -0.5
H 1.15533 -0.22880 1.03911 0.1 -0.2 0.0
H -1.52573 0.36637 -1.00407 0.4 0.4 -0.4

Record 4
4
Properties=species:S:1:pos:R:3:forces:R:3 method="wB97M-V/def2-TZVPD" lumo_ev=2.9 relative_energy_kj_mol=41.5 charge=-1 energy_ha=-374.21698 fmax_ev_per_a=1.22 homo_lumo_gap_ev=6.130
O 1.05611 -0.46430 1.64394 0.2 -0.7 -0.9
H 0.56801 -0.39769 0.79213 0.5 -0.1 0.9
H 1.69230 -1.20261 1.50818 -0.7 0.8 0.1
I -3.31643 2.06460 -3.94426 0.0 0.0 0.0